[1]
Below is one molecule with the formula C5H11NO2, with properties calculated with ωB97M-V with the def2-TZVPD basis set.

Output
- frontier orbital gap (eV) = 7.43
- SMILES = CCNC(C)=C(O)O
- energy relative to the best compared isomer or geometry (same formula, charge and spin) (kcal per mole) = 41.1

The geometry in XYZ format:
```
19
Properties=species:S:1:pos:R:3:forces:R:3:nbo_charge:R:1
C -2.276334 0.657043 0.214879 -0.43 -0.16 0.14 -0.62
C -1.428694 0.500453 -1.037201 -0.01 0.22 0.40 -0.21
N -0.032984 0.798763 -0.745041 -0.06 0.57 -0.98 -0.62
C 0.865216 -0.017647 -0.055261 0.53 -1.35 0.41 0.00
C 1.951106 0.758123 0.664619 -0.30 -0.23 0.07 -0.64
C 0.852536 -1.378737 -0.027551 -0.31 2.66 -0.32 0.49
O -0.049094 -2.105627 -0.753291 0.73 -0.87 0.56 -0.69
O 1.720416 -2.145747 0.702469 0.11 -0.14 0.11 -0.71
H -2.185644 1.669983 0.622509 -0.01 -0.10 -0.09 0.19
H -3.331054 0.475013 -0.012291 0.01 0.01 0.11 0.20
H -1.968814 -0.045307 0.996329 0.00 0.04 -0.13 0.21
H -1.564584 -0.488947 -1.479741 0.29 0.11 0.17 0.22
H -1.777254 1.216473 -1.790051 0.18 -0.04 0.05 0.19
H 0.119226 1.791443 -0.579551 -0.03 -0.58 -0.02 0.37
H 2.884096 0.196083 0.764749 -0.10 0.03 -0.01 0.21
H 2.208536 1.670773 0.114209 -0.11 -0.16 0.03 0.22
H 1.602026 1.048953 1.660909 0.17 0.13 0.01 0.21
H 0.250306 -3.021697 -0.615031 -0.45 0.17 -0.25 0.49
H 2.160996 -1.579397 1.354329 -0.22 -0.30 -0.25 0.49
```
Positions in Å, forces in eV/Å.



[2]
Below is a 11-piece molecular cluster, C44H110O22 overall, with properties calculated with ωB97M-V with the def2-TZVPD basis set.

Output
- frontier orbital gap (eV) = 9.42
- SMILES = COCCOC.COCCOC.COCCOC.COCCOC.COCCOC.COCCOC.COCCOC.COCCOC.COCCOC.COCCOC.COCCOC
- energy relative to the best compared isomer or geometry (same formula, charge and spin) (kcal per mole) = 157.6

The geometry in XYZ format:
```
176
Properties=species:S:1:pos:R:3:forces:R:3:mulliken_charge:R:1
C -3.357286 -5.949152 5.206388 -0.27 -1.23 0.07 -0.53
O -3.196346 -7.361002 5.232848 0.71 -1.10 0.34 -0.39
C -3.342396 -7.982562 6.510858 -0.08 1.35 0.16 -0.51
C -4.718756 -7.885102 7.170338 -0.20 0.79 -0.53 -0.55
O -4.941866 -6.646452 7.943328 0.03 -2.04 -0.69 -0.33
C -6.310246 -6.445122 8.309318 0.87 1.21 0.58 -0.75
H -3.123366 -5.670392 4.178928 -0.60 0.17 0.01 0.19
H -2.644466 -5.412182 5.832198 -0.09 -0.08 0.46 0.26
H -4.393166 -5.874482 5.537268 0.01 1.44 -0.27 0.25
H -2.641906 -7.534672 7.215708 0.36 0.04 0.15 0.32
H -3.089866 -9.038792 6.417458 -0.03 0.11 -0.35 0.35
H -4.785666 -8.825032 7.718208 -0.41 0.31 0.88 0.45
H -5.465526 -7.944602 6.378568 -0.26 0.06 -0.11 0.37
H -6.891696 -5.983752 7.511108 -0.18 -0.65 -0.43 0.30
H -6.261836 -5.640942 9.043528 0.05 0.01 0.21 0.27
H -6.801666 -7.266082 8.831458 0.09 -0.39 -0.48 0.31
C -2.715336 -1.196192 1.953318 -0.06 -0.45 0.42 -0.79
O -1.458506 -1.264802 1.277488 0.60 1.13 0.31 -0.30
C -0.557586 -0.194942 1.705358 -0.87 0.81 0.71 -0.58
C 0.864134 -0.204112 1.133938 -1.25 -2.16 -0.12 -0.53
O 0.754424 -0.116782 -0.261922 0.69 0.76 -0.63 -0.23
C 1.999504 -0.394142 -0.863382 0.39 -0.77 -0.51 -0.78
H -3.262416 -0.254922 1.900408 0.26 0.31 -0.63 0.31
H -2.676526 -1.391332 3.025008 0.77 0.02 0.37 0.31
H -3.371286 -2.001682 1.623118 0.24 0.11 -0.65 0.30
H -0.587166 -0.177862 2.794818 0.66 -0.43 0.33 0.41
H -0.971516 0.795968 1.518718 -0.52 0.06 -0.75 0.34
H 1.239184 -1.198632 1.375508 0.44 -0.33 0.09 0.30
H 1.602694 0.500428 1.516328 -0.50 0.49 0.40 0.39
H 2.880444 0.039338 -0.389952 -0.18 0.50 0.44 0.29
H 2.059434 -0.113972 -1.915062 -0.60 0.32 0.07 0.26
H 2.193584 -1.466692 -0.855392 -0.09 -0.35 0.13 0.31
C 0.789614 -1.384762 -7.434412 -1.68 1.41 -0.85 -0.61
O 0.944434 -0.479502 -8.574222 0.18 -0.86 -0.23 -0.25
C -0.210046 -0.265752 -9.448072 1.66 -0.76 -0.14 -0.49
C 0.311114 0.461978 -10.722402 0.23 0.59 0.78 -0.57
O 0.201604 1.877008 -10.689312 -0.62 0.45 0.53 -0.40
C 0.902724 2.476018 -9.599182 0.99 -0.85 -0.22 -0.63
H 0.196114 -0.760922 -6.766072 0.16 -0.42 0.85 0.19
H 1.708194 -1.749092 -6.974452 0.25 0.61 -0.48 0.20
H 0.173384 -2.256192 -7.655722 0.01 -0.12 -0.42 0.29
H -1.030276 0.220448 -8.919942 0.07 0.47 -0.07 0.35
H -0.598336 -1.220542 -9.802622 0.03 -0.36 0.20 0.45
H -0.169266 0.073858 -11.620562 -0.51 0.39 0.13 0.33
H 1.370604 0.284198 -10.906702 0.25 -0.69 0.54 0.35
H 0.596984 2.185878 -8.593982 -1.07 0.28 -0.02 0.19
H 0.998984 3.552338 -9.741852 -0.48 -0.16 -0.02 0.29
H 1.911584 2.068008 -9.537202 0.54 0.02 -0.55 0.30
C 9.154704 2.249568 -2.856052 0.66 0.24 -0.97 -0.77
O 10.528474 1.872438 -2.974342 0.03 0.20 -0.32 -0.27
C 11.415674 2.695828 -3.771612 -0.65 -0.72 0.99 -0.57
C 12.838764 2.491778 -3.193682 -0.20 -0.21 -0.32 -0.55
O 13.362584 1.119408 -3.125562 -1.15 1.47 -0.55 -0.34
C 13.049394 0.331118 -4.286352 0.13 -0.05 1.09 -0.58
H 8.664644 2.281188 -3.829172 -0.09 -0.38 -0.33 0.29
H 9.021584 3.271778 -2.501862 0.22 0.06 0.61 0.33
H 8.649154 1.513468 -2.231012 0.21 0.19 0.07 0.25
H 11.056884 3.724898 -3.752132 0.48 0.49 0.75 0.48
H 11.341324 2.535088 -4.847122 0.07 -0.98 -0.17 0.32
H 12.871644 2.933768 -2.197862 -0.14 -0.62 0.26 0.33
H 13.502704 3.152398 -3.751232 0.32 -0.24 -0.54 0.35
H 13.475784 0.783248 -5.181822 -0.14 -0.12 -0.19 0.28
H 11.981174 0.125218 -4.354402 -0.19 0.50 -0.26 0.22
H 13.467164 -0.657122 -4.094122 0.44 0.17 -0.13 0.25
C 2.980904 5.505748 1.275978 0.78 -2.07 0.35 -0.64
O 3.592384 6.703708 1.673898 0.20 0.52 -0.91 -0.36
C 4.672444 6.671878 2.594298 -1.22 -0.12 1.83 -0.43
C 5.931234 5.935538 2.315378 0.15 -0.77 -1.85 -0.43
O 5.754424 4.507158 2.218788 -0.11 -0.26 1.08 -0.32
C 5.532604 3.828088 3.503188 -0.53 0.03 -1.92 -0.73
H 2.444764 5.011648 2.086238 -0.30 0.26 0.43 0.26
H 3.711784 4.750138 0.987938 0.40 0.07 0.00 0.25
H 2.314204 5.485688 0.413888 -0.07 1.36 0.07 0.31
H 4.369264 6.213278 3.535498 -0.86 0.17 0.38 0.28
H 4.849064 7.720918 2.831808 0.26 -0.02 -0.18 0.34
H 6.748624 6.159788 3.000718 -0.17 0.30 0.25 0.38
H 6.196164 6.284888 1.317448 0.67 -0.46 -0.23 0.26
H 4.684244 4.283808 4.013788 0.73 0.49 0.77 0.33
H 6.486744 3.618488 3.986688 -0.21 0.64 0.55 0.28
H 5.091604 2.851378 3.304058 0.29 -0.17 -0.62 0.24
C -10.072446 2.874848 0.038158 -0.53 -0.07 0.80 -0.71
O -10.409086 1.504048 0.088518 0.75 0.54 -0.61 -0.32
C -9.512076 0.854898 0.913918 -0.10 -3.35 -0.14 -0.32
C -9.794776 -0.700062 0.731678 1.20 0.77 2.38 -0.51
O -9.093736 -1.326322 1.850438 -0.01 -0.26 -0.37 -0.30
C -9.924416 -2.076972 2.722418 -0.24 0.58 -0.65 -0.71
H -10.188406 3.218928 1.065908 -0.45 0.75 0.07 0.30
H -10.762856 3.339718 -0.665642 0.32 0.25 0.17 0.24
H -9.016486 3.072278 -0.146442 0.09 -0.23 -0.76 0.30
H -9.577196 1.095368 1.975068 -0.64 0.16 0.25 0.23
H -8.445766 0.967408 0.717908 0.14 0.52 -0.71 0.31
H -9.330686 -1.151502 -0.145212 -0.46 0.42 -0.32 0.22
H -10.857016 -0.910542 0.855978 -0.07 0.11 -0.51 0.40
H -10.467226 -1.382592 3.363738 -0.04 -0.10 0.45 0.30
H -9.333836 -2.793392 3.293428 0.08 0.24 -0.02 0.23
H -10.676816 -2.611962 2.142948 -0.04 -0.32 -0.01 0.33
C 7.132674 -2.522832 -5.637182 -0.19 -0.92 -0.04 -0.72
O 5.993024 -2.138342 -6.354582 -0.57 1.69 -0.17 -0.33
C 5.912084 -0.720892 -6.745552 1.90 -2.21 -2.03 -0.57
C 7.287204 -0.168332 -7.406492 -1.10 -0.07 0.56 -0.55
O 7.970714 -0.813302 -8.521252 -0.58 0.17 0.90 -0.36
C 7.153424 -1.516452 -9.470272 -0.37 0.72 0.93 -0.59
H 8.031714 -2.477962 -6.251852 0.30 0.77 0.26 0.32
H 7.040774 -3.596602 -5.473912 -0.32 -0.08 0.19 0.27
H 7.152774 -2.056472 -4.652192 0.55 0.29 -0.05 0.28
H 5.525494 -0.004022 -6.021152 0.47 -0.21 0.61 0.39
H 5.143124 -0.802202 -7.513802 0.05 0.38 -0.17 0.33
H 8.047534 -0.000452 -6.643732 0.11 -0.65 0.09 0.39
H 6.986694 0.864428 -7.583132 -0.02 0.27 -1.02 0.38
H 6.487184 -0.790782 -9.936792 -0.41 -0.16 -0.08 0.26
H 6.616294 -2.281652 -8.909852 -0.32 -0.12 -0.38 0.26
H 7.729144 -1.972512 -10.275672 0.48 0.14 0.42 0.26
C -1.185346 0.297238 7.864748 0.22 1.33 -1.46 -0.63
O -2.075586 1.400708 7.576708 -0.84 -1.58 -0.09 -0.35
C -1.724126 2.693748 8.012708 0.57 -0.68 -1.12 -0.34
C -0.695826 3.398238 7.032568 -0.56 -0.78 -0.10 -0.57
O 0.648324 2.974518 7.148328 -0.74 0.36 -0.87 -0.30
C 1.342894 3.646568 8.127228 0.79 -1.08 1.35 -0.75
H -0.345576 0.544018 7.215148 0.69 -0.64 0.43 0.27
H -1.618026 -0.633212 7.497118 -0.36 0.26 0.07 0.22
H -0.881886 0.157018 8.902218 -0.14 0.42 0.20 0.28
H -1.442816 2.500078 9.047818 0.60 1.13 0.24 0.31
H -2.677536 3.220098 7.966918 0.18 0.37 0.17 0.25
H -0.838676 4.478668 7.013548 0.39 0.37 0.75 0.44
H -0.870886 3.173478 5.980448 -0.95 -0.60 0.13 0.32
H 0.872224 3.393598 9.077268 -0.03 0.56 0.50 0.32
H 1.458434 4.723628 8.006078 -0.13 0.08 -0.23 0.28
H 2.304424 3.134728 8.166968 0.32 0.46 0.01 0.25
C 5.119774 -8.274802 -2.133982 -0.54 0.32 0.96 -0.51
O 5.353364 -7.223442 -1.171982 1.29 -1.08 -0.21 -0.40
C 4.294664 -6.420912 -0.779142 -1.38 0.07 -0.91 -0.50
C 3.308084 -7.000942 0.270518 1.57 0.48 -0.57 -0.46
O 2.493324 -8.083802 -0.166142 2.22 -0.17 1.29 -0.34
C 1.568504 -7.772742 -1.109772 -2.06 1.17 -0.57 -0.74
H 4.112594 -8.658332 -1.970962 -0.01 -0.15 -0.27 0.21
H 5.819444 -9.088492 -1.942952 0.07 0.19 0.18 0.26
H 5.257184 -7.963382 -3.169472 -0.07 0.39 0.00 0.23
H 3.744134 -6.127512 -1.672972 -0.42 0.06 -0.27 0.33
H 4.707424 -5.469802 -0.442792 0.13 -0.15 0.52 0.39
H 2.774864 -6.134502 0.661738 -0.79 -0.04 -0.11 0.35
H 3.972454 -7.294902 1.083118 -0.40 -0.75 0.13 0.30
H 1.886914 -7.343372 -2.059702 0.74 -0.45 -0.27 0.30
H 0.942394 -6.968242 -0.723932 -0.56 0.17 0.18 0.35
H 0.921084 -8.632412 -1.282712 0.22 -0.05 -0.07 0.24
C -3.653926 -0.951152 -4.833172 -0.55 0.24 -0.12 -0.61
O -4.375706 0.049388 -4.146502 0.20 0.79 0.55 -0.34
C -3.614086 1.136448 -3.649972 1.10 0.72 -1.08 -0.56
C -2.920226 2.036528 -4.742802 -1.14 0.30 1.23 -0.54
O -3.895616 2.576068 -5.614792 -0.11 -0.28 -0.24 -0.29
C -3.455376 3.757458 -6.241282 0.78 0.17 0.51 -0.71
H -2.842976 -1.350412 -4.224042 0.08 -0.15 0.03 0.30
H -3.277976 -0.605672 -5.796192 0.27 0.24 -0.05 0.21
H -4.404746 -1.704932 -5.070192 0.24 -0.23 0.20 0.24
H -2.794006 0.858118 -2.988082 0.29 -0.77 0.03 0.35
H -4.203786 1.773428 -2.990732 -0.67 -0.15 -0.50 0.35
H -2.047856 1.569958 -5.200382 -0.25 -0.46 -0.66 0.32
H -2.484876 2.895388 -4.231982 0.17 0.05 0.61 0.46
H -3.047806 4.469558 -5.523712 -0.14 0.16 0.61 0.32
H -4.260246 4.298728 -6.738602 0.01 -0.61 -0.31 0.28
H -2.571616 3.548778 -6.844212 -0.24 -0.03 -0.80 0.25
C -8.098076 1.529418 6.389838 0.61 -1.20 -1.03 -0.54
O -8.714606 2.689228 6.743788 -2.55 0.42 2.02 -0.32
C -8.289376 3.961488 6.461738 2.61 0.78 -0.42 -0.32
C -9.252356 5.002648 6.962988 -1.79 1.50 -1.36 -0.47
O -8.753576 6.402398 6.949318 1.17 -1.51 0.71 -0.33
C -9.597126 7.348198 7.589418 -0.96 -0.93 -0.50 -0.67
H -8.525836 0.702028 6.956008 0.03 0.23 0.41 0.26
H -7.014456 1.506558 6.505458 0.20 0.23 0.18 0.27
H -8.330316 1.251778 5.361698 0.17 0.16 -0.50 0.14
H -7.985766 3.987348 5.415198 -0.37 0.65 -0.38 0.33
H -7.386656 4.219858 7.015318 0.68 -0.29 0.16 0.21
H -9.665496 4.592798 7.884638 0.29 0.63 0.59 0.34
H -10.094786 5.081028 6.275778 -0.40 -0.36 -0.04 0.28
H -9.712956 7.162228 8.657178 0.05 -0.11 0.10 0.28
H -10.562536 7.251708 7.092668 -0.53 0.11 0.29 0.28
H -9.325096 8.393798 7.445158 0.80 -0.32 -0.23 0.26
```
Positions in Å, forces in eV/Å.